[1]
DFT (ωB97M-V/def2-TZVPD) results for a 6-piece molecular cluster, C28H39F5N5O16S2 overall.

```
95
Properties=species:S:1:pos:R:3:forces:R:3
S 4.088 1.472 1.396 0.2 -0.2 0.0
S 1.811 1.225 -0.336 0.3 0.1 -0.4
F 5.175 -7.256 -4.761 0.0 0.0 0.1
F -2.148 -6.381 -4.656 0.1 0.0 0.0
F 3.823 -0.675 8.878 0.0 0.1 0.0
F 2.411 -3.447 -2.018 -0.1 0.0 0.1
F -3.114 -0.377 -5.237 -0.1 0.0 0.1
O -1.607 -3.045 -5.327 0.0 -0.1 0.1
O 1.771 -1.443 1.895 -0.2 0.0 0.1
O 3.537 -2.614 1.140 -0.1 0.0 -0.2
O 1.904 2.657 6.661 0.0 0.0 0.0
O -1.296 2.486 -5.833 -0.2 -0.2 0.0
O 1.829 -2.195 -0.230 0.1 0.2 0.0
O 0.626 -3.043 -5.606 0.1 0.0 -0.1
O 6.050 -5.967 -0.601 0.1 0.1 0.1
O 2.942 1.248 8.082 -0.3 0.0 0.1
O 4.120 -5.953 -1.752 0.0 -0.1 -0.2
O 5.933 -6.879 -2.665 -0.2 -0.2 0.2
O -2.700 1.645 -4.319 -0.3 0.1 -0.2
O 1.532 0.437 6.559 0.0 0.0 0.1
O -6.645 4.153 4.474 -0.7 0.1 1.7
O -0.451 -4.917 -4.949 0.0 0.2 0.2
O -1.632 3.586 -3.903 0.0 -0.1 0.2
N 2.182 3.278 1.528 -1.5 -0.9 -0.3
N -5.585 1.187 2.595 0.0 0.2 -0.7
N -4.340 1.409 0.599 0.6 -0.4 1.5
N -6.072 3.904 2.188 0.5 -0.2 0.3
N -4.801 3.286 1.906 -0.2 -0.7 -0.7
C 2.676 -0.090 8.469 0.2 0.0 -0.1
C -2.569 -4.076 -5.079 -0.2 0.2 0.0
C 1.118 3.995 0.819 0.5 0.7 -0.3
C 4.834 -7.306 -3.454 0.1 0.2 -0.1
C 3.770 -6.289 -3.102 -0.2 0.0 0.0
C 1.097 2.014 3.453 -0.1 0.1 0.3
C -2.293 1.166 -0.777 -0.1 0.3 -0.2
C 2.652 2.099 0.956 0.3 0.4 0.4
C -2.865 1.792 0.489 0.0 0.2 -0.9
C 1.056 5.470 1.245 -0.1 -0.7 0.3
C -2.957 0.937 -5.523 0.3 -0.1 0.1
C -1.848 2.667 -4.619 0.3 0.2 0.0
C -0.372 -3.610 -5.329 0.0 0.0 -0.1
C 5.435 -6.241 -1.573 0.0 0.1 -0.1
C 3.798 -3.336 -0.075 0.3 0.0 0.1
C 2.899 -2.619 -1.056 -0.1 -0.1 0.0
C -1.731 -5.124 -4.381 0.0 -0.1 -0.2
C 2.148 -0.696 7.187 -0.1 -0.1 -0.1
C -6.341 4.004 3.394 0.7 0.1 -1.5
C -0.846 1.579 -1.040 0.2 -0.1 0.4
C -4.095 3.995 0.826 0.5 0.2 0.0
C -1.693 1.194 -6.317 0.1 0.0 -0.2
C 1.956 3.178 2.986 0.5 0.1 0.4
C 2.104 1.559 7.059 0.2 0.0 0.0
C -2.758 3.321 0.540 -0.2 -0.3 0.6
C 2.333 -2.028 1.028 0.0 0.0 0.2
C -4.900 1.948 1.706 -0.3 0.4 0.0
C 0.065 1.063 0.076 -0.4 0.2 0.0
H 4.852 -3.285 -0.333 0.0 0.1 0.2
H -3.387 -3.700 -4.471 0.1 0.2 0.0
H 1.374 3.976 -0.237 0.0 -0.2 -0.1
H -3.870 1.319 -5.982 -0.1 -0.1 0.0
H -5.456 1.311 3.584 -0.4 0.3 0.0
H 0.134 3.543 0.933 -0.1 -0.1 0.1
H -0.719 2.658 -1.091 -0.1 0.1 -0.2
H -2.084 3.566 1.360 0.2 0.2 -0.1
H 2.759 -6.683 -3.151 0.0 0.0 0.2
H 4.583 -8.335 -3.191 0.0 0.0 -0.1
H -2.941 1.457 -1.604 0.1 0.0 -0.2
H 3.346 -1.748 -1.535 0.0 0.0 -0.1
H -0.136 0.009 0.275 0.2 -0.1 0.0
H -1.851 1.215 -7.391 0.0 0.2 0.0
H 3.842 -5.401 -3.730 0.1 0.0 -0.1
H -2.294 0.077 -0.700 -0.3 -0.1 0.1
H -0.525 1.182 -2.001 0.0 -0.1 -0.1
H 1.504 4.099 3.346 0.1 0.2 -0.2
H -0.164 1.586 0.998 0.2 0.0 0.2
H 1.424 -1.489 7.349 -0.1 0.1 -0.1
H 1.465 1.044 3.126 0.0 0.0 -0.2
H 1.129 2.015 4.541 -0.1 0.0 0.0
H -4.366 0.401 0.728 -0.1 -0.1 -0.4
H 2.924 3.122 3.475 0.1 -0.1 -0.1
H 3.512 -4.378 0.050 -0.1 0.0 -0.1
H -6.285 0.552 2.248 0.2 -0.4 0.2
H 2.032 5.779 1.609 0.1 0.2 -0.1
H -3.878 5.008 1.145 -0.3 0.1 0.1
H -0.921 0.463 -6.076 -0.1 -0.1 0.1
H 0.750 6.086 0.406 0.0 0.2 0.0
H -2.961 -4.446 -6.027 0.1 -0.1 0.0
H -2.370 1.341 1.349 -0.1 0.1 0.2
H -1.665 -5.004 -3.298 0.0 -0.1 0.0
H 1.965 -0.088 9.297 0.1 0.0 0.1
H -2.353 3.737 -0.376 0.0 0.0 -0.1
H 2.959 -1.065 6.558 0.1 0.0 0.1
H 0.044 2.131 3.186 -0.1 0.0 -0.2
H -4.737 4.016 -0.052 -0.1 0.0 -0.1
H 0.348 5.584 2.065 0.0 0.3 0.0
```
Forces are in eV/Å.

Its total energy is -105129.7689 eV. Its charge is +1. For the HOMO energy, the calculation gives -9.7 eV.

=====

[2]
DFT (ωB97M-V/def2-TZVPD) results for an isolated ion of composition C3H9N2 and charge +1.

```
14
Properties=species:S:1:pos:R:3:forces:R:3
N 1.680 -0.194 1.211 2.0 0.5 2.3
N -1.677 -0.584 -0.259 -0.3 -3.7 0.0
C -0.402 0.064 -0.026 1.5 2.1 -1.7
C 0.175 0.846 -1.262 4.4 0.3 2.0
C 0.308 -0.276 1.075 0.9 0.5 -0.8
H 2.281 0.553 0.715 -1.5 -1.9 1.2
H -0.402 1.326 -2.055 -0.5 -0.9 0.2
H 2.107 -0.578 2.204 -1.5 1.8 -3.6
H 0.790 1.782 -0.868 -1.5 -1.6 -0.3
H 1.142 0.265 -1.632 -2.3 0.8 0.0
H -1.405 -1.557 -0.724 -0.9 1.7 1.7
H -0.144 -0.637 1.977 -0.6 -0.8 0.0
H -2.280 -0.290 -1.041 0.0 1.2 0.9
H -2.173 -0.722 0.685 0.3 0.0 -2.1
```
Forces are in eV/Å.

Its total energy is -6228.3833 eV. Its charge is +1. The value obtained for the relative energy (zero: lowest compared OMol25 entry of this formula, charge and spin) is 61.5 kcal/mol. For the HOMO energy, the calculation gives -12.7 eV. Its SMILES is C/C([NH3+])=C\N.

=====

How do the records compare in strongest force on any atom? In the order shown, they have 1.8 4.8 eV/A.
How do the records compare in E_LUMO? In the order shown, they have -3.979 -3.776 eV.
How do the records compare in orbital gap? In the order shown, they have 5.74 8.91 eV.